Here is a structure of composition C46H70CrN3PSb from OMol25. Energies are from wB97M-V/def2-TZVPD.

Output
Multiplicity: 5
Frontier orbital gap (alpha / beta) (eV): 6.04 / 6.20
Total charge: +1

Geometry as XYZ:
```
122
Properties=species:S:1:pos:R:3:forces:R:3:mulliken_spin:R:1
Cr 0.4503 -0.6485 -0.4222 -0.3 -0.1 0.1 3.831
C -2.0694 -3.0278 -4.4123 -0.1 0.0 0.0 -0.003
C -2.0369 -2.0903 -3.1998 0.0 0.0 0.0 -0.003
C -3.3565 -2.1893 -2.4366 0.0 0.1 0.0 0.007
P -0.5343 -2.2457 -2.0998 0.1 0.0 0.2 0.124
C 0.7956 -2.7025 -3.2934 -0.1 -0.1 -0.1 -0.052
C 1.1054 -1.5113 -4.2013 0.0 0.0 0.0 0.021
C 2.0539 -3.1690 -2.5823 0.1 0.0 0.1 0.072
C -0.7832 -3.6088 -0.9507 -0.1 0.0 -0.1 -0.104
C -1.4368 -4.7947 -1.3143 0.0 0.0 -0.1 -0.004
C -1.6950 -5.8118 -0.4189 0.0 0.0 0.0 0.009
C -2.4012 -7.0774 -0.8260 0.0 0.0 0.0 -0.001
C -1.2744 -5.6024 0.8982 0.0 0.0 0.1 -0.001
C -0.6144 -4.4580 1.2867 0.0 -0.1 0.0 0.038
C -0.3238 -3.4249 0.3732 0.2 0.3 0.1 0.052
N 0.3680 -2.2785 0.7639 0.0 -0.4 0.1 -0.145
C 1.0908 -2.3876 1.9993 -0.1 0.1 -0.2 0.049
C 0.7422 -1.5985 3.1010 0.1 0.1 0.1 -0.094
C -0.4302 -0.6624 3.0606 0.0 0.0 0.1 0.109
C 1.5150 -1.6358 4.2618 0.0 0.0 0.0 0.008
C 2.6259 -2.4516 4.3812 0.1 0.0 0.0 -0.001
C 3.4335 -2.5088 5.6506 0.0 0.0 0.0 0.000
C 2.9546 -3.2450 3.2859 0.0 0.0 0.0 0.005
C 2.2190 -3.2274 2.1082 0.0 0.0 0.0 -0.038
C 2.6910 -4.0660 0.9568 0.0 -0.1 0.0 0.011
H -2.9873 -2.8334 -4.9707 0.0 0.0 0.0 0.000
H -2.0851 -4.0795 -4.1275 0.0 0.0 0.0 0.001
H -1.2369 -2.8812 -5.0953 0.1 0.0 0.0 0.000
H -1.9725 -1.0685 -3.5904 0.0 0.0 0.0 0.012
H -3.4862 -3.1702 -1.9801 0.0 0.0 0.0 0.000
H -4.1818 -2.0302 -3.1338 0.0 0.0 0.0 0.000
H -3.4436 -1.4449 -1.6490 0.0 0.0 -0.1 0.000
H 0.4120 -3.5369 -3.8852 0.0 0.0 -0.1 -0.008
H 1.5755 -0.7076 -3.6268 0.0 0.0 0.0 0.015
H 0.2238 -1.0966 -4.6923 -0.1 0.0 0.0 0.003
H 1.8075 -1.8059 -4.9833 0.0 0.0 0.0 0.001
H 2.4537 -2.3898 -1.9261 0.0 0.0 0.0 0.011
H 2.8284 -3.4046 -3.3154 0.0 0.0 0.0 0.002
H 1.8686 -4.0555 -1.9801 0.0 0.0 0.1 -0.003
H -1.7607 -4.9257 -2.3405 0.0 0.0 0.0 0.000
H -2.6187 -7.0796 -1.8942 0.0 0.0 0.0 0.000
H -3.3475 -7.1967 -0.2954 0.0 0.0 0.0 0.001
H -1.7968 -7.9597 -0.6104 0.0 0.0 0.0 0.000
H -1.4702 -6.3671 1.6427 0.0 0.0 0.0 0.000
H -0.3010 -4.3498 2.3172 0.0 0.0 0.0 0.003
H -1.2861 -1.1401 2.5927 -0.1 -0.1 0.0 -0.030
H -0.2136 0.2436 2.4859 0.0 0.0 0.0 0.011
H -0.7109 -0.3553 4.0685 0.0 0.0 0.0 0.004
H 1.2248 -1.0079 5.0985 0.0 0.0 0.0 0.000
H 3.2166 -1.6599 6.2985 0.0 0.0 0.0 0.000
H 4.5039 -2.5132 5.4414 0.0 0.0 0.0 0.000
H 3.2117 -3.4169 6.2141 0.0 0.0 0.0 0.000
H 3.8221 -3.8944 3.3451 0.0 0.0 0.0 0.000
H 3.5968 -4.6074 1.2271 0.0 0.0 0.0 0.000
H 2.9130 -3.4415 0.0955 0.0 0.1 -0.1 0.003
H 1.9411 -4.7917 0.6378 0.0 0.0 0.0 0.000
C 3.1446 3.4365 4.3747 0.0 0.0 0.0 0.002
C 3.9223 3.4755 3.0488 0.0 -0.1 0.0 0.003
C 5.3887 3.1118 3.3120 0.0 0.0 0.0 0.001
C 3.8601 4.8888 2.4696 0.0 0.0 0.0 0.000
C 3.2814 2.4529 2.1190 -0.1 0.2 0.0 0.003
C 3.4904 1.0934 2.2979 0.0 -0.2 0.0 -0.015
C 2.8098 0.1763 1.5199 0.0 0.1 0.0 0.078
N 1.9540 0.5358 0.5580 0.0 0.0 0.0 -0.069
C 1.8177 1.8498 0.3034 -0.2 0.1 -0.4 0.058
C 2.4319 2.8163 1.0721 0.2 0.0 0.1 -0.027
C 0.9924 2.1922 -0.9002 0.3 0.0 0.4 0.085
C 0.8850 3.4861 -1.3824 -0.1 0.1 -0.1 -0.019
C 0.1356 3.7546 -2.5224 0.1 0.1 0.1 -0.001
C -0.4576 2.6604 -3.1461 -0.1 -0.1 -0.1 -0.012
C -0.3074 1.3995 -2.6129 0.0 0.1 0.0 0.079
N 0.3941 1.1578 -1.5015 0.1 0.0 -0.2 -0.152
C -0.0463 5.1588 -3.0851 0.0 -0.1 0.0 0.003
C 0.6637 6.2131 -2.2393 0.0 0.0 0.0 0.001
C -1.5474 5.4806 -3.1195 0.0 0.0 0.0 0.002
C 0.5204 5.1955 -4.5114 0.0 0.0 0.0 0.002
H 3.5891 4.1358 5.0847 0.0 0.0 0.0 0.000
H 3.1717 2.4395 4.8176 0.0 0.0 0.0 0.000
H 2.0995 3.7160 4.2282 0.0 0.0 0.0 0.000
H 5.8555 3.9028 3.8997 0.0 0.0 0.0 0.000
H 5.9496 3.0055 2.3816 0.0 0.0 0.0 0.000
H 5.4894 2.1869 3.8794 0.0 0.0 0.0 0.000
H 4.3746 5.5775 3.1401 0.0 0.0 0.0 0.000
H 2.8344 5.2481 2.3691 0.0 0.0 0.0 0.000
H 4.3481 4.9471 1.4941 0.0 0.0 0.0 0.000
H 4.1588 0.7174 3.0587 0.0 0.0 0.0 0.000
H 2.9398 -0.8830 1.6842 0.0 0.0 0.0 -0.015
H 2.2590 3.8564 0.8524 0.0 0.0 0.0 -0.002
H 1.3923 4.2848 -0.8676 0.0 0.0 0.0 -0.003
H -1.0473 2.7753 -4.0450 0.0 0.0 0.0 0.000
H -0.7799 0.5453 -3.0753 0.0 0.0 0.0 -0.037
H 0.2793 6.2430 -1.2174 0.0 0.0 0.0 0.000
H 0.4977 7.1969 -2.6787 0.0 0.0 0.0 0.000
H 1.7429 6.0505 -2.2023 0.0 0.0 0.0 0.000
H -1.9827 5.4468 -2.1188 0.0 0.0 0.0 0.000
H -2.1000 4.7865 -3.7538 0.0 0.0 0.0 0.000
H -1.6971 6.4842 -3.5197 0.0 0.0 0.0 0.000
H 1.5876 4.9679 -4.5192 0.0 0.0 0.0 0.000
H 0.3821 6.1921 -4.9329 0.0 0.0 0.0 0.000
H 0.0167 4.4847 -5.1674 0.0 0.0 0.0 0.000
C -2.9105 2.9371 2.0657 0.0 0.0 0.0 0.003
C -3.4239 1.5014 1.9826 0.0 0.1 0.1 0.015
Sb -2.4684 0.3802 0.4364 0.2 -0.1 -0.2 0.101
C -3.4469 1.3428 -1.2262 -0.1 0.0 -0.1 0.010
C -4.9619 1.5221 -1.2032 0.0 0.0 0.0 -0.002
C -3.5022 -1.4698 0.8145 -0.1 0.0 0.1 -0.002
C -5.0259 -1.4747 0.7561 0.0 -0.1 0.0 -0.002
H -3.4173 3.5033 2.8488 0.0 0.0 0.0 0.000
H -3.0681 3.4755 1.1276 0.0 0.0 0.0 0.000
H -1.8397 2.9647 2.2803 0.0 0.0 0.0 0.001
H -4.4975 1.4692 1.7963 0.0 0.0 0.0 -0.002
H -3.2422 0.9546 2.9099 0.0 0.1 0.0 -0.001
H -3.1271 0.8244 -2.1330 0.0 0.0 0.0 0.000
H -2.9492 2.3183 -1.2540 0.0 0.0 0.0 -0.002
H -5.4866 0.5693 -1.2527 0.0 0.0 0.0 0.000
H -5.3008 2.1220 -2.0507 0.0 0.0 0.0 0.000
H -5.2976 2.0311 -0.2984 0.0 0.0 0.0 0.000
H -3.1605 -1.7258 1.8183 -0.1 0.0 0.1 -0.001
H -3.0768 -2.2354 0.1671 0.0 0.0 0.1 0.001
H -5.4694 -0.7190 1.4059 0.0 0.0 0.0 0.000
H -5.4136 -2.4441 1.0767 0.0 0.0 0.0 0.000
H -5.3978 -1.2992 -0.2532 0.0 0.0 0.0 0.000
```
Positions in Å, forces in eV/Å.



Here is the molecule C5H8O2 in a non-equilibrium geometry from OMol25. Energies are from wB97M-V/def2-TZVPD.

Output
Energy relative to the best compared isomer or geometry (same formula, charge and spin) (kcal/mol): 45.2
Frontier orbital gap (eV): 10.55
Structure (SMILES): O=CCC1(O)CC1

Geometry as XYZ:
```
15
Properties=species:S:1:pos:R:3:forces:R:3:mulliken_charge:R:1
O 2.1834 1.1505 -0.4665 0.0 -0.4 0.4 -0.475
C 2.0547 0.3834 0.4599 0.1 0.3 -0.3 0.021
C 0.8116 -0.4229 0.7157 0.0 0.1 -0.1 -0.726
C -0.2401 -0.2809 -0.3618 -0.1 0.1 0.3 0.771
O 0.1230 -0.8506 -1.5807 0.0 0.1 -0.2 -0.584
C -1.6307 -0.4885 0.0785 -0.3 -0.5 0.4 -0.711
C -1.1392 0.9156 -0.2939 -0.6 -0.5 0.8 -0.801
H 2.8781 0.2380 1.1913 0.0 0.1 -0.1 0.360
H 0.4208 -0.1516 1.7082 0.1 0.0 -0.2 0.321
H 1.0911 -1.4839 0.7795 0.0 0.1 0.0 0.325
H 0.4635 -0.1347 -2.1257 0.2 0.0 -0.1 0.360
H -1.9195 -0.6747 1.0958 0.3 -0.5 0.3 0.252
H -2.2441 -0.9761 -0.6857 0.0 0.4 0.4 0.279
H -1.9077 1.1198 -0.9996 0.6 1.1 -1.4 0.360
H -0.9449 1.6567 0.4848 -0.2 -0.3 -0.3 0.248
```
Positions in Å, forces in eV/Å.